The following is a DFT calculation (ωB97M-V with the def2-TZVPD basis set) of a cluster of 11 separate species, CH23O11 in total.

Calculated values
frontier orbital gap = 8.50 eV
energy above the lowest of the compared OMol25 structures with the same formula, charge and spin = 70.5 kcal per mole

Structure (ORCA input):
```
! wB97M-V def2-TZVPD RIJCOSX def2/J DEFGRID3
* xyz -1 1
C 42.43200 32.93800 29.13900
O 43.17000 33.20700 30.22100
H 42.30300 33.71200 28.49200
H 41.27500 32.95700 29.15000
H 42.72600 31.91200 28.73900
O 44.95800 34.28500 31.84300
H 45.57200 33.47000 31.94200
H 44.29400 33.86200 31.13000
O 44.36000 30.87200 30.31800
H 45.06800 31.17200 30.82100
H 44.09300 31.80600 30.29800
O 41.64800 30.12600 30.63700
H 41.38000 31.02800 30.96900
H 42.58100 30.26700 30.29500
O 41.04900 32.84500 32.07900
H 41.69900 33.00900 31.24600
H 41.46900 33.53800 32.63800
O 45.54200 31.96000 27.12600
H 45.01500 32.38500 27.69700
H 45.92200 32.81700 26.78600
O 40.48300 31.00000 26.56600
H 40.47400 30.23800 27.08000
H 41.58000 31.20600 26.63200
O 43.38700 34.32800 25.70400
H 43.93300 34.47600 26.52300
H 42.51700 34.47600 25.88200
O 44.98800 34.84900 27.83000
H 45.72900 35.45900 28.15300
H 44.32300 34.63300 28.56100
O 43.01600 31.60100 25.88900
H 43.93700 31.41000 26.05700
H 42.82700 32.56300 25.72500
O 42.65300 35.87900 30.13900
H 42.42500 35.85200 29.19200
H 42.74200 34.94000 30.19500
*
```

The following is a DFT calculation (ωB97M-V with the def2-TZVPD basis set) of a structure of composition C12H26CoN4OP2.

Calculated values
frontier orbital gap (spin up / spin down) = 7.96 / 6.28 eV

Structure (ORCA input):
```
! wB97M-V def2-TZVPD RIJCOSX def2/J DEFGRID3
* xyz 2 6
Co 0.34618 -0.23419 0.35839
P 1.13595 -0.87885 -1.56575
P -1.30589 -1.59131 0.63938
N 1.10725 1.47871 -0.28549
N -0.83390 1.02448 1.29372
H 1.02001 3.49916 0.31346
H -0.12659 2.52364 2.61822
H 1.80852 2.46480 1.51378
C 0.99334 2.51373 0.77675
H -1.03832 3.11224 1.24365
C -0.30428 2.35004 1.54376
H 1.97925 2.72414 -1.71750
H -2.68336 1.43589 2.23715
C 1.75844 1.70412 -1.39463
C -2.05501 0.68346 1.72789
C 2.25765 0.55093 -2.18442
C -2.51092 -0.61608 1.51471
H 3.23287 0.22106 -1.73463
H -3.49091 -0.93684 1.85481
H -2.06868 -2.10347 -0.45979
H -1.17504 -2.71709 1.52505
H 0.32332 -1.38532 -2.62838
H 2.13967 -1.86401 -1.31119
H -2.01697 1.19305 -1.59615
C -2.63510 1.19263 -2.54430
C -4.01620 0.60470 -2.10109
C -2.54186 2.62251 -3.10702
O -2.45086 0.20330 -3.41394
H -4.57957 1.27288 -1.46831
H -4.64035 0.32861 -2.95096
H -3.88529 -0.34008 -1.57115
H -1.52645 3.01333 -2.95130
H -2.69285 2.59114 -4.18954
H -3.25454 3.31810 -2.64958
H 2.51812 0.74528 -3.19544
C 2.94247 -4.39865 2.16302
N 2.91792 -2.95491 2.49673
C 3.94365 -2.44041 3.42055
C 2.09543 -2.14776 1.91538
N 1.45279 -1.28580 1.41619
H 3.71461 -4.83800 2.79019
H 3.18122 -4.55002 1.10405
H 1.97151 -4.85865 2.37460
H 4.62996 -1.75938 2.90223
H 3.47592 -1.90076 4.25179
H 4.48647 -3.30877 3.79199
*
```

The following is a DFT calculation (ωB97M-V with the def2-TZVPD basis set) of a structure of composition C44H36F5N2O6PbS.

Calculated values
frontier orbital gap (spin up / spin down) = 4.38 / 4.79 eV

Structure (ORCA input):
```
! wB97M-V def2-TZVPD RIJCOSX def2/J DEFGRID3
* xyz 1 1
Pb -1.18339 -0.32767 -0.56292
C 3.31057 4.16285 -2.61095
C 1.98955 3.44773 -2.39204
C 0.96399 3.81033 -3.45537
O 1.46865 3.75802 -1.10649
C 1.36728 2.58862 -0.32937
C 1.43768 1.49172 -1.38684
O 2.23497 2.03943 -2.39008
C 1.94212 0.13300 -0.83176
O 1.12976 -0.22254 0.19777
C 1.74928 -1.01063 -1.87207
C 1.92327 -2.31702 -1.41313
C 1.66634 -3.38625 -2.25391
C 1.22937 -3.15784 -3.55186
C 1.05974 -1.85881 -4.00536
C 1.31574 -0.77614 -3.17114
C 3.43485 0.15520 -0.44372
C 4.41840 0.35559 -1.40815
C 5.75342 0.38473 -1.03518
C 6.11427 0.18462 0.28994
C 5.13653 -0.03400 1.24657
C 3.79758 -0.05767 0.88243
C 0.05933 2.53184 0.59377
O -0.93671 1.76446 0.02763
C 0.36201 2.02494 2.00889
C 1.61077 1.87181 2.60278
C 1.72467 1.45248 3.92428
C 0.59504 1.19315 4.68100
C -0.65975 1.34731 4.10338
C -0.77040 1.75294 2.78618
C -0.42478 3.99876 0.72666
C -1.59282 4.39111 0.09040
C -2.05675 5.69240 0.23551
C -1.34739 6.60328 1.00137
C -0.17687 6.20951 1.63450
C 0.28800 4.91095 1.49452
H 3.14427 5.23823 -2.59652
H 3.72720 3.86875 -3.57402
H 4.01019 3.89617 -1.81931
H 0.76702 4.87995 -3.41123
H 0.02745 3.27711 -3.28454
H 1.35919 3.55050 -4.43691
H 2.23860 2.51975 0.32527
H 0.41600 1.33583 -1.76978
H 2.26148 -2.47735 -0.39636
H 1.81163 -4.39732 -1.89622
H 1.01904 -3.99128 -4.20782
H 0.72361 -1.67369 -5.01716
H 1.20054 0.22966 -3.55120
H 4.14829 0.48432 -2.44547
H 6.51360 0.54372 -1.78868
H 7.15991 0.18130 0.56845
H 5.41571 -0.18754 2.28134
H 3.02253 -0.23199 1.61676
H 2.52715 2.06698 2.06448
H 2.70917 1.33277 4.35862
H 0.69275 0.88042 5.71236
H -1.55123 1.17028 4.69264
H -1.74554 1.90303 2.33750
H -2.14268 3.66973 -0.49739
H -2.97974 5.98838 -0.24746
H -1.69863 7.62251 1.09892
H 0.37633 6.91428 2.24212
H 1.20410 4.61277 1.99012
F -6.55008 -0.39388 4.81767
C -5.93762 -0.34799 3.66270
C -5.56279 -1.53211 3.03181
F -5.82588 -2.69674 3.60399
C -4.91270 -1.48026 1.81978
F -4.54928 -2.61402 1.24379
C -4.62597 -0.25544 1.19522
S -3.95965 -0.19318 -0.39200
C -4.99670 0.92373 1.86489
F -4.72464 2.09382 1.33113
C -5.64780 0.88187 3.07970
F -5.99197 1.99866 3.69570
O -3.79570 -8.01762 -2.70650
C -2.42680 -7.76745 -2.57528
N -2.14216 -6.87919 -1.45524
C -1.59814 -5.65380 -1.61587
O -1.28370 -5.17485 -2.69217
C -1.36983 -4.85036 -0.36313
C -0.96183 -5.36510 0.86019
C -0.69182 -4.48879 1.90138
C -0.82375 -3.12973 1.68787
N -1.20974 -2.62900 0.50961
C -1.47490 -3.47241 -0.48397
H -4.22741 -7.29808 -3.17777
H -1.99255 -7.30735 -3.46031
H -1.95652 -8.73093 -2.38620
H -2.46416 -7.18423 -0.55093
H -0.82863 -6.43076 0.99965
H -0.37072 -4.85244 2.86705
H -0.60539 -2.41298 2.47046
H -1.78349 -3.05486 -1.43902
*
```

The following is a DFT calculation (ωB97M-V with the def2-TZVPD basis set) of a structure of composition C9H22Be3N2O5.

Calculated values
frontier orbital gap = 5.23 eV

Structure (ORCA input):
```
! wB97M-V def2-TZVPD RIJCOSX def2/J DEFGRID3
* xyz 4 1
Be -13.18149 17.10945 -18.91662
Be -10.03829 19.11958 -18.34841
Be -11.04981 17.63902 -21.95207
C -11.24890 17.76992 -19.72039
O -11.36747 17.68858 -18.50891
O -10.40244 18.50934 -20.12840
O -11.96545 17.00373 -20.39418
C -7.28201 19.45957 -15.41981
C -8.00414 19.10460 -16.75933
C -8.57270 17.65691 -16.79741
O -8.88139 17.40120 -18.14564
C -9.50474 16.11629 -18.38465
N -9.11276 20.11174 -16.78612
H -6.41424 18.83260 -15.21488
H -7.98774 19.55406 -14.59452
H -6.67364 20.35416 -15.55289
H -7.30396 19.42632 -17.53030
H -9.42932 17.52781 -16.13586
H -7.84246 16.92618 -16.44975
H -8.82844 15.39642 -17.92366
H -9.66642 15.93362 -19.44700
H -10.49941 15.95708 -17.96828
H -8.72930 21.04285 -16.86417
H -9.52489 20.12614 -15.86414
C -6.99527 17.33229 -21.96464
C -8.55145 17.09952 -22.10686
C -9.20132 15.91692 -21.32142
O -10.58418 15.79333 -21.68472
C -11.15288 14.54999 -21.31808
N -9.10768 18.40629 -21.76315
H -6.56455 17.21383 -20.97038
H -6.74701 18.32097 -22.35062
H -6.35264 16.76541 -22.63826
H -8.70906 16.88070 -23.16298
H -9.18724 16.25589 -20.28556
H -8.71806 14.94841 -21.45008
H -12.12528 14.53505 -21.81032
H -11.09859 14.35607 -20.24685
H -10.67245 13.78914 -21.93323
H -8.63288 19.03920 -22.39092
H -8.74376 18.54853 -20.83180
*
```

The following is a DFT calculation (ωB97M-V with the def2-TZVPD basis set) of the ion C3H3N2O with charge +1.

Calculated values
frontier orbital gap = 10.41 eV
energy above the lowest of the compared OMol25 structures with the same formula, charge and spin = 57.0 kcal per mole

Structure (ORCA input):
```
! wB97M-V def2-TZVPD RIJCOSX def2/J DEFGRID3
* xyz 1 1
N -1.57550 0.54185 -0.33744
C -0.42844 0.11677 0.00062
C 0.47775 -0.92707 0.21524
C 1.69669 -0.04490 -0.01504
O 2.77476 -0.06683 -0.42744
N 0.74742 0.70521 0.62723
H -2.26503 -0.09123 -0.74100
H -1.82396 1.52401 -0.22171
H 0.39631 -1.75782 0.89952
*
```

The following is a DFT calculation (ωB97M-V with the def2-TZVPD basis set) of the molecule C23H32N2O3.

Calculated values
frontier orbital gap = 9.57 eV
energy above the lowest of the compared OMol25 structures with the same formula, charge and spin = 46.6 kcal per mole

Structure (ORCA input):
```
! wB97M-V def2-TZVPD RIJCOSX def2/J DEFGRID3
* xyz 0 1
C 1.22412 1.34368 2.33426
C 2.46808 1.33932 1.89688
C 3.13065 0.15659 1.26427
C 3.88741 0.52001 -0.02867
O 4.93007 1.43724 0.24562
C 4.50536 -0.75923 -0.64622
C 3.50852 -1.76131 -1.12761
C 3.33807 -2.95382 -0.58617
C 2.98345 1.26317 -1.03589
N 1.59638 0.87857 -1.00390
C 0.61146 1.77203 -0.75927
O 0.80949 2.95797 -0.60928
C -0.77990 1.15053 -0.74830
C -1.30716 1.01331 -2.19024
C -2.77439 1.44164 -2.30279
C -3.61146 1.05640 -1.09966
O -4.70366 0.52604 -1.18654
N -3.04677 1.40681 0.07543
C -3.77441 1.26623 1.31610
C -3.23715 0.18587 2.25876
C -3.46740 -1.24654 1.75412
C -2.42133 -1.71168 0.78202
C -1.11349 -1.91810 1.21051
C -0.13696 -2.34354 0.32737
C -0.45822 -2.57837 -0.99996
C -1.76137 -2.39676 -1.43115
C -2.73569 -1.96672 -0.54632
C -1.73785 2.01214 0.07674
H 0.78841 2.21204 2.79669
H 0.59256 0.47321 2.24850
H 3.08709 2.22089 1.98563
H 3.86166 -0.25554 1.97062
H 2.39725 -0.62262 1.05439
H 5.52743 1.05170 0.89712
H 5.15452 -1.22391 0.10151
H 5.13021 -0.44073 -1.48554
H 2.92699 -1.46857 -1.99229
H 2.62695 -3.66497 -0.97060
H 3.91574 -3.27715 0.26477
H 3.39313 1.13863 -2.04403
H 3.01228 2.32668 -0.78507
H 1.36670 -0.09669 -1.11009
H -0.72903 0.16293 -0.28548
H -0.71126 1.63261 -2.86459
H -1.20656 -0.02378 -2.51206
H -2.83095 2.53020 -2.38822
H -3.23190 1.01145 -3.19372
H -3.75910 2.23193 1.83509
H -4.80606 1.03076 1.04206
H -3.75690 0.30888 3.21130
H -2.17264 0.34807 2.43995
H -3.45823 -1.91998 2.61597
H -4.45138 -1.30567 1.28784
H -0.85982 -1.75262 2.24893
H 0.87492 -2.50277 0.67409
H 0.30194 -2.91212 -1.69182
H -2.02258 -2.59653 -2.46043
H -3.74739 -1.81957 -0.89168
H -1.37744 2.08629 1.10300
H -1.76238 3.02554 -0.34195
*
```